(1)
Density functional theory data (ωB97M-V with the def2-TZVPD basis set) for C57H50BaClFI4N4O2Sb2 as an isolated structure in a non-equilibrium geometry.

## Properties
E in Eh: -4828.5569
Energy relative to the best compared isomer or geometry (same formula, charge and spin) in eV: 0.135
HOMO-LUMO gap in eV: 5.196
Maximum force in eV/A: 5.1
Net charge: -2

The geometry in XYZ format:
```
122
Properties=species:S:1:pos:R:3:forces:R:3
Ba 0.00616 0.01235 0.55183 3.14 -1.28 -1.09
I 10.07832 0.45351 -0.72434 -0.45 -0.01 0.02
C 7.95747 0.44236 -0.53083 0.64 0.05 -0.08
C 7.25613 -0.71792 -0.78070 0.20 -0.03 -0.04
C 5.87927 -0.72574 -0.62749 0.01 0.02 -0.03
C 5.20412 0.42522 -0.23355 0.25 0.02 -0.08
C 5.94053 1.58486 -0.00775 0.04 -0.08 -0.02
C 7.31525 1.60350 -0.15177 0.11 0.18 0.01
C 3.73904 0.50213 0.01165 -0.19 0.04 0.01
C 3.32955 0.17206 1.30616 -0.01 0.06 0.17
C 4.20476 -0.41920 2.29622 0.07 0.00 0.36
C 3.48789 -0.49779 3.43545 0.31 -0.09 -0.10
C 2.18352 0.05143 3.13553 0.07 0.12 0.05
C 1.18499 0.24909 4.08934 0.04 0.13 -0.30
C 1.43104 -0.31232 5.43531 0.01 -0.03 0.21
C 1.39314 -1.69460 5.60238 -0.01 0.17 -0.03
C 1.60169 -2.26145 6.84597 -0.01 -0.17 0.07
C 1.86933 -1.43891 7.92193 0.12 -0.24 0.53
I 2.21855 -2.29978 9.83587 -0.08 0.17 -0.39
C 1.93355 -0.06807 7.78217 0.00 0.12 0.20
C 1.70564 0.49162 6.53678 0.01 -0.08 -0.10
C -0.02701 0.91484 3.86713 -0.14 0.12 -0.15
N -0.46518 1.35246 2.66532 -0.07 0.72 0.81
C -1.66241 1.94508 2.86801 0.13 0.00 0.08
C -2.44393 2.56573 1.88707 0.18 -0.14 0.01
C -3.74246 3.13143 2.32479 -0.17 0.05 0.13
C -4.92787 2.48529 1.98695 0.13 0.04 0.01
C -6.15265 2.98704 2.39010 -0.19 0.02 -0.01
C -6.18489 4.15260 3.13096 -0.55 0.17 0.17
I -8.05732 4.93373 3.76620 0.37 -0.16 -0.14
C -5.02864 4.82123 3.47653 -0.02 0.19 0.10
C -3.81046 4.30340 3.07376 0.02 -0.13 -0.13
C -2.10902 2.75523 0.54439 0.03 0.12 -0.10
C -2.83734 3.64847 -0.32908 -0.09 0.08 -0.21
C -2.10570 3.76502 -1.46090 -0.27 0.03 0.04
C -0.94714 2.91571 -1.28518 0.00 0.19 0.12
N -0.99600 2.31144 -0.07975 -0.10 0.57 -0.12
C 0.14291 2.88640 -2.16658 0.12 -0.24 0.22
C 1.34530 2.19279 -1.96025 0.10 0.36 -0.06
C 2.48968 2.27211 -2.84019 0.26 -0.07 -0.03
C 3.48962 1.59282 -2.22652 -0.01 0.14 -0.28
C 2.95608 1.10476 -0.97873 0.18 0.00 -0.12
N 1.64494 1.42561 -0.88478 0.26 0.69 -0.26
C 0.11692 3.83983 -3.29364 -0.01 0.11 -0.27
C -0.80293 3.74264 -4.33538 0.12 -0.01 0.10
C -0.80077 4.65681 -5.37434 -0.11 0.09 -0.18
C 0.11944 5.68648 -5.36550 -0.01 0.33 -0.43
I 0.10501 7.11954 -6.93089 0.00 -0.29 0.27
C 1.04024 5.81580 -4.34479 0.11 0.19 0.00
C 1.03024 4.89725 -3.31298 -0.17 -0.12 0.03
C -2.01170 1.87924 4.27167 0.03 -0.08 0.25
C -0.99319 1.23759 4.89238 -0.25 0.03 0.08
N 2.12115 0.42656 1.84167 1.06 0.66 0.75
H 7.77218 -1.61255 -1.09504 0.02 -0.09 0.01
H 5.34121 -1.64407 -0.80919 -0.19 0.00 0.03
H 5.42536 2.48264 0.29980 -0.09 0.09 0.03
H 7.86836 2.51295 0.03027 0.06 0.03 0.03
H 5.21357 -0.75021 2.13212 0.15 -0.02 0.00
H 3.79986 -0.89651 4.38324 0.07 -0.06 0.11
H 1.20628 -2.31532 4.73924 -0.04 -0.12 -0.17
H 1.54938 -3.33157 6.96708 0.03 -0.12 0.02
H 2.15689 0.56235 8.63016 0.02 0.03 0.06
H 1.76150 1.56382 6.41955 -0.03 0.10 -0.07
H -4.87543 1.57687 1.40707 0.01 -0.14 -0.07
H -7.06880 2.47813 2.12978 -0.04 -0.05 -0.02
H -5.07168 5.73904 4.04535 0.00 0.02 0.04
H -2.89867 4.82047 3.33127 0.13 0.02 0.03
H -3.76256 4.14188 -0.09251 -0.12 0.11 0.01
H -2.32388 4.37232 -2.32101 -0.04 0.10 -0.04
H 2.52047 2.77783 -3.79024 0.06 0.00 -0.06
H 4.49512 1.44077 -2.57223 0.17 0.02 -0.10
H -1.53705 2.94916 -4.32801 0.00 -0.11 0.01
H -1.50969 4.56445 -6.18324 -0.07 0.00 -0.04
H 1.75030 6.63043 -4.34154 0.01 0.04 0.00
H 1.72237 5.00698 -2.48950 0.05 -0.05 0.01
H -2.90731 2.26415 4.72837 -0.09 0.03 0.02
H -0.90467 1.00962 5.94056 -0.03 -0.04 0.08
C 1.63930 -4.93955 -0.68067 -0.08 0.17 -0.16
Sb 0.37082 -3.17448 -0.81420 0.37 -1.01 -0.24
C -1.14653 -4.11299 0.37847 -0.11 -0.07 -0.18
C -0.30690 -3.90246 -2.84296 0.32 0.47 0.13
C -1.46250 -4.78462 -2.81419 -0.47 -0.49 -0.07
C -1.27570 -6.14086 -2.54279 0.02 -0.14 -0.01
C -2.33149 -7.02570 -2.43099 -0.03 -0.16 0.02
C -3.62602 -6.56507 -2.60546 -0.17 -0.11 0.02
C -3.83104 -5.22803 -2.90642 -0.14 -0.10 0.05
C -2.78055 -4.32506 -3.02744 0.12 -0.39 0.01
C -3.06249 -2.92492 -3.38885 0.01 0.68 0.11
Sb -2.65990 -1.53442 -1.69231 -1.02 -0.20 -0.42
C -3.85530 0.06718 -2.59660 0.38 -0.21 0.18
C -4.38932 -2.36380 -0.66305 0.32 0.14 -0.05
H 1.01350 -5.82702 -0.71719 -0.11 -0.13 -0.02
H 2.20279 -4.93668 0.24368 0.00 0.10 0.17
H 2.33428 -4.94688 -1.51561 0.07 0.02 -0.15
H -1.31490 -5.13568 0.04925 -0.09 -0.09 -0.08
H -2.06568 -3.54331 0.31745 -0.25 0.00 0.10
H -0.80143 -4.11080 1.40604 0.15 0.07 0.12
H 0.57777 -4.41635 -3.21077 0.13 -0.04 -0.02
H -0.46579 -3.00851 -3.43280 0.02 0.19 -0.10
H -0.26313 -6.50287 -2.41711 0.05 0.00 0.03
H -2.14351 -8.07103 -2.20893 0.00 0.03 -0.01
H -4.47173 -7.24040 -2.52588 0.04 0.03 0.02
H -4.84326 -4.86931 -3.06626 0.01 0.02 -0.01
H -4.10282 -2.80543 -3.68766 -0.09 0.06 -0.02
H -2.42827 -2.59388 -4.20984 0.09 0.09 -0.13
H -4.88585 -0.23192 -2.76164 -0.12 -0.19 0.01
H -3.41526 0.36091 -3.54558 0.11 0.08 -0.13
H -3.83198 0.91515 -1.92085 0.01 0.24 0.10
H -5.31096 -2.06760 -1.15823 -0.06 0.07 -0.12
H -4.39353 -2.01193 0.36108 0.02 0.06 0.22
H -4.31468 -3.44772 -0.67383 0.04 -0.14 0.03
O 3.37957 -2.40165 -0.81480 0.39 -0.25 -0.34
H 3.11575 -2.62040 0.09711 -0.21 -0.03 0.21
H 3.13138 -1.47510 -0.89156 -0.12 0.07 -0.06
C 0.29821 -0.09841 -4.08767 -0.01 0.17 -0.35
O 0.27897 -0.54874 -2.76343 0.09 0.02 0.28
H -0.18507 -0.85441 -4.70642 -0.02 -0.08 -0.01
H 1.31956 0.04969 -4.45312 -0.01 0.03 -0.05
H -0.25513 0.83907 -4.19992 0.01 0.07 -0.09
H 0.65583 0.14954 -2.20038 0.08 -0.18 -0.24
Cl 1.73019 -2.74454 1.79213 -0.08 -0.20 0.49
F -1.96514 -0.50993 0.82126 -4.89 -1.16 0.79
```
Forces are in eV/Å.

(2)
Density functional theory data (ωB97M-V with the def2-TZVPD basis set) for C57H50GeN2O3S6SbTi as an isolated structure in a non-equilibrium geometry.

## Properties
E in Eh: -8093.2017
Multiplicity: 2
HOMO-LUMO gap (alpha / beta) in eV: 3.814 / 5.800
Maximum force in eV/A: 2.5
Net charge: -2

The geometry in XYZ format:
```
121
Properties=species:S:1:pos:R:3:forces:R:3
Ti 1.36493 -0.72095 1.18313 -1.56 1.37 -1.30
O 2.40022 -0.49817 2.67916 1.17 -0.09 1.10
C 3.70044 -0.55397 2.73218 0.44 -0.41 -0.04
C 4.40303 0.30743 3.59131 0.13 0.12 0.12
C 5.76835 0.19874 3.74905 -0.25 -0.01 -0.03
C 6.48838 -0.77362 3.05426 0.24 -0.08 -0.05
C 5.82976 -1.61231 2.18272 -0.17 -0.03 -0.08
C 4.44445 -1.51831 1.98080 0.07 0.64 0.40
C 3.76153 -2.43206 1.10908 -0.68 -0.23 -0.67
N 2.54774 -2.25360 0.68960 1.99 -1.52 0.41
C 1.81628 -3.41107 0.22356 -0.26 -0.72 -0.13
C 0.91885 -3.74347 1.41627 -0.01 0.20 0.31
N 0.38798 -2.47556 1.88351 0.70 0.14 -0.83
C -0.25499 -2.48046 3.04359 -0.48 -0.15 0.63
C -0.55849 -1.30030 3.77456 0.18 -0.11 -0.21
C -0.97609 -1.39413 5.11807 -0.08 0.08 -0.02
C -1.07021 -0.28133 5.92441 -0.02 0.03 0.07
C -0.72580 0.96923 5.41017 -0.08 0.06 0.20
C -0.37697 1.10166 4.07539 0.24 -0.21 -0.28
C -0.32532 -0.00313 3.20905 -0.80 0.11 1.15
O -0.12653 0.17469 1.92086 -0.65 0.20 0.57
H 3.83214 1.05898 4.12070 -0.04 -0.04 0.00
H 6.28425 0.86806 4.42659 0.00 0.04 0.00
H 7.55826 -0.86418 3.19607 0.00 0.00 -0.03
H 6.38246 -2.36221 1.62613 0.00 -0.02 0.00
H 4.29874 -3.32706 0.78165 -0.06 -0.07 0.17
H 2.47956 -4.24492 -0.03553 0.02 0.08 0.03
H 1.20412 -3.16684 -0.64355 0.11 0.13 -0.03
H 1.53985 -4.20015 2.20759 0.01 -0.05 -0.07
H 0.12155 -4.45170 1.16161 0.13 -0.08 -0.06
H -0.48254 -3.43790 3.52376 0.03 0.06 -0.06
H -1.19683 -2.37906 5.51830 0.02 -0.02 0.00
H -1.39264 -0.37504 6.95519 0.02 -0.02 0.01
H -0.74782 1.83747 6.05906 -0.02 0.05 -0.06
H -0.09822 2.06266 3.66065 -0.06 0.02 0.00
O -1.00950 2.41230 -0.44591 0.22 0.31 -0.15
H -0.07333 2.44452 -0.15082 -0.21 -0.26 -0.05
H -1.08349 1.54652 -0.87275 0.16 -0.14 0.06
C 2.66743 0.15361 -0.23122 0.14 0.36 -1.02
Ge 2.53629 0.06388 -2.19239 0.71 -0.09 0.01
C 1.50856 1.47080 -3.16538 0.18 -0.42 0.35
C 2.22878 2.62880 -3.45904 0.03 -0.03 0.01
C 1.62392 3.70813 -4.08429 0.01 0.06 -0.03
C 0.28003 3.65083 -4.42395 0.01 0.03 -0.05
C -0.44441 2.50404 -4.14308 -0.05 0.00 -0.09
C 0.16554 1.42732 -3.51495 -0.06 -0.04 -0.08
C 4.36361 0.43136 -2.97054 -0.14 0.05 0.22
C 5.46513 0.82700 -2.21897 -0.10 0.02 0.16
C 6.72984 0.92851 -2.78709 0.10 0.00 -0.05
C 6.91230 0.63679 -4.12982 0.05 0.05 0.00
C 5.82089 0.26281 -4.90422 0.00 -0.01 -0.05
C 4.56600 0.16435 -4.32503 -0.04 0.03 0.00
C 2.57734 -1.85225 -2.77016 -0.29 0.31 0.06
C 1.51401 -2.53985 -3.34520 0.07 0.08 0.01
C 1.60432 -3.89756 -3.62298 -0.04 -0.05 -0.07
C 2.77595 -4.58786 -3.34999 0.03 -0.04 -0.01
C 3.85181 -3.91329 -2.78976 0.02 -0.06 0.02
C 3.74656 -2.56123 -2.49792 0.02 0.06 0.01
H 3.71412 -0.06084 0.01191 -0.07 -0.33 -0.11
H 3.27810 2.68284 -3.19681 -0.01 0.07 -0.01
H 2.20541 4.59380 -4.31355 -0.01 0.02 0.05
H -0.19762 4.49748 -4.90343 0.00 -0.01 -0.01
H -1.49177 2.43949 -4.41569 -0.01 0.02 0.06
H -0.42047 0.55116 -3.29174 -0.06 -0.14 0.07
H 5.33121 1.05684 -1.16673 0.02 0.00 0.03
H 7.57863 1.22866 -2.18312 -0.02 0.01 0.04
H 7.89918 0.70615 -4.57282 0.00 0.00 -0.01
H 5.95500 0.04008 -5.95685 -0.01 0.00 -0.01
H 3.71694 -0.13606 -4.93112 0.03 -0.04 -0.06
H 0.60674 -1.98821 -3.54580 -0.13 -0.10 -0.01
H 0.75515 -4.42373 -4.04403 0.06 -0.03 0.03
H 2.85050 -5.64427 -3.57975 0.00 -0.02 0.04
H 4.77423 -4.44236 -2.57702 0.00 0.00 0.01
H 4.59226 -2.04614 -2.05474 0.03 -0.02 0.00
C -1.54660 -3.06401 -5.11097 0.00 0.37 0.24
S -1.95869 -1.72257 -3.94127 -0.15 -0.02 -0.05
C -2.05177 -2.58260 -2.41589 -0.18 -0.10 -0.10
C -1.45424 -2.22116 -1.24891 0.05 -0.23 0.15
S -0.31174 -0.96567 -0.96955 -0.12 0.51 -0.52
S -1.93594 -3.22463 0.12938 -0.24 -0.21 -0.41
C -2.91533 -4.38051 -0.71940 0.01 0.45 -0.11
S -3.57128 -5.72813 -0.02590 -0.06 -0.05 0.06
S -3.18037 -3.93479 -2.37119 0.30 0.12 0.51
H -1.91489 -2.73763 -6.08128 0.01 -0.05 -0.05
H -2.06090 -3.97243 -4.80975 0.05 -0.08 -0.11
H -0.47059 -3.21942 -5.15593 -0.08 -0.03 -0.05
S 2.17309 1.64069 0.58323 -0.39 0.17 -0.13
Sb -2.66813 2.00858 1.77203 -0.67 0.23 0.17
C -3.80798 0.93978 0.27101 0.28 0.14 0.17
C -4.48576 -0.23777 0.56091 0.01 -0.04 -0.02
C -5.14152 -0.93848 -0.44396 0.01 -0.08 0.04
C -5.13449 -0.45704 -1.74310 -0.04 -0.09 -0.08
C -4.46407 0.72084 -2.04041 0.00 -0.05 -0.09
C -3.79852 1.41055 -1.03979 0.03 -0.03 -0.02
C -3.57713 3.92590 1.23710 0.17 -0.31 0.11
C -4.83873 4.05314 0.66336 -0.03 0.05 -0.02
C -5.38364 5.30552 0.41381 -0.08 0.01 -0.04
C -4.67237 6.45354 0.73563 0.02 0.02 -0.01
C -3.41342 6.34086 1.30737 -0.03 0.09 -0.01
C -2.87560 5.08431 1.55459 0.04 0.01 -0.03
C -4.22823 1.62729 3.29927 0.20 0.10 -0.18
C -5.20981 2.54150 3.67526 -0.02 -0.01 0.01
C -6.11038 2.25048 4.69216 -0.04 0.02 0.04
C -6.04870 1.03137 5.35142 -0.04 -0.01 0.02
C -5.07568 0.10931 4.99344 -0.03 -0.03 0.03
C -4.16792 0.41612 3.98955 0.11 -0.03 -0.07
H -4.50153 -0.62225 1.57405 0.00 -0.02 -0.02
H -5.63915 -1.87450 -0.21486 -0.01 0.02 0.01
H -5.63545 -1.01232 -2.52667 0.01 -0.01 -0.03
H -4.43999 1.08407 -3.06053 0.00 0.03 -0.03
H -3.25232 2.31677 -1.27398 -0.04 0.02 -0.06
H -5.40143 3.16009 0.41539 -0.03 0.02 -0.02
H -6.36886 5.39174 -0.03155 0.00 -0.03 -0.01
H -5.09583 7.43066 0.53201 0.01 -0.01 0.02
H -2.85149 7.23412 1.55552 0.02 -0.01 0.00
H -1.88646 5.00504 1.99337 0.01 0.02 0.00
H -5.27758 3.49571 3.16821 -0.03 0.04 0.02
H -6.86503 2.97780 4.97237 0.00 0.01 -0.01
H -6.75232 0.80561 6.14453 -0.01 -0.02 0.00
H -5.01960 -0.84694 5.50066 0.05 0.01 0.01
H -3.38732 -0.30044 3.74699 0.02 -0.03 0.06
```
Forces are in eV/Å.

- Which value of net charge does entry 2 give?
  -2

- What is the E in the second record?
  -8093.2017 Eh

- What is the net charge in the first record?
  -2

- Look up the E of the first one.
  -4828.5569 Eh